No. 1
16
Properties=species:S:1:pos:R:3:forces:R:3 method="wB97M-V/def2-TZVPD" total_charge=0 e_lumo_ev=1.22 homo_lumo_gap_ha=0.391 total_energy_ev=-6382.8141 smiles="C=CCCC=C"
C 0.65425 -0.07697 -0.98525 0.08 0.01 0.03
C -0.22282 -1.28832 -0.64730 -0.01 -0.08 -0.02
C -0.68590 -1.39086 0.78476 0.03 0.08 0.16
C -0.19867 -0.71688 1.82278 -0.02 -0.09 -0.13
C 0.30284 2.24792 -0.08411 -0.05 -0.13 -0.12
C -0.07366 1.23272 -0.85575 0.05 0.18 0.10
H 1.55541 -0.06779 -0.35960 -0.12 0.01 -0.07
H 0.99826 -0.19249 -2.02215 -0.05 0.03 0.14
H -1.10745 -1.28361 -1.29932 0.09 0.02 0.09
H -1.50354 -2.09222 0.95986 0.15 0.09 -0.03
H 0.32242 -2.20842 -0.91130 -0.12 0.17 0.08
H 0.60822 0.00358 1.72038 -0.14 -0.10 -0.01
H -0.59546 -0.85714 2.82472 0.04 -0.03 -0.17
H 1.19521 2.18945 0.53755 -0.11 -0.01 -0.12
H -0.26604 3.17219 -0.03265 0.06 -0.15 -0.04
H -0.98308 1.32885 -1.45262 0.12 -0.01 0.09


No. 2
25
Properties=species:S:1:pos:R:3:forces:R:3 method="wB97M-V/def2-TZVPD" total_charge=0 e_lumo_ev=0.43 homo_lumo_gap_ha=0.400 total_energy_ev=-53084.9216
C -0.97034 1.35525 2.88969 -3.87 -1.71 2.11
C -1.23526 0.89585 -2.20611 2.24 4.09 1.58
C 2.46028 -1.82457 -1.37560 -0.67 -1.75 0.94
N -0.99608 -1.11412 1.46298 0.04 -0.51 1.53
N 0.00356 -1.00133 -0.60133 0.28 0.46 -0.30
O -3.13479 -0.33021 2.65894 2.09 0.96 -0.53
O -2.40413 0.94935 0.66772 0.09 -1.14 0.83
O -0.08935 1.54006 0.09724 0.10 0.75 0.51
O 1.30072 0.76471 -1.71937 1.72 -0.11 -1.23
O 2.00949 -0.33468 0.88159 0.08 0.08 -0.37
O 1.28367 -2.68872 0.81858 -0.19 1.22 -0.97
O -1.07412 -1.49335 0.12329 -0.30 0.43 -0.26
S -2.02686 0.23321 1.86980 -2.28 -0.52 0.51
S 0.08107 0.70398 -1.02246 -1.43 -0.87 -0.29
S 1.49647 -1.42865 0.11477 1.54 -1.96 1.20
H 0.01474 1.27540 2.64519 2.74 -0.67 -0.48
H -1.29649 2.33244 2.63437 -0.54 0.82 -0.29
H -1.29256 1.11229 3.97743 0.97 0.38 -1.84
H -1.34334 0.16522 -2.88387 -0.72 -3.31 -1.70
H -2.05507 1.26674 -1.62327 -0.75 -0.03 -0.26
H -0.73375 1.68588 -2.86330 -0.92 -0.38 1.11
H 2.34575 -2.95464 -1.33525 -0.14 1.40 -0.77
H 2.03050 -1.27887 -2.20866 0.13 -0.40 -0.08
H 3.52272 -1.65774 -1.26861 0.09 0.59 0.38
H -1.03134 -2.01119 2.07358 -0.31 2.20 -1.33


No. 3
69
Properties=species:S:1:pos:R:3:forces:R:3 method="wB97M-V/def2-TZVPD" total_charge=+2 e_lumo_ev="-5.57 / -9.61" homo_lumo_gap_ha="0.288 / 0.139" multiplicity=4 total_energy_ev=-81577.2536 s2=3.760
Ni -0.24746 0.54941 0.02446 -0.13 -2.10 -0.39
C -3.36495 0.66894 1.73279 0.20 0.10 0.04
C -2.80557 -0.61993 1.25389 -0.32 -0.49 0.13
C -3.29328 -1.90737 1.48478 0.17 0.29 -0.05
C -2.45036 -2.74849 0.79194 0.03 0.26 0.04
N -1.51314 -2.01031 0.17034 -0.27 -0.65 0.17
N -1.73003 -0.71178 0.47003 0.65 0.67 -0.14
B -0.36515 -2.33484 -0.82107 0.29 -0.37 -0.43
N -0.52933 -1.37552 -2.03590 -0.01 -0.39 -0.07
C -0.71637 -1.71473 -3.31967 -0.08 0.27 0.00
C -0.83849 -0.56238 -4.06378 0.02 0.16 0.37
C -0.71618 0.48207 -3.14795 -0.01 -0.24 -0.30
C -0.80600 1.93575 -3.44504 0.08 -0.02 0.24
N -0.51746 -0.02867 -1.92845 0.11 1.13 0.53
N 0.97729 -1.98343 -0.12724 0.27 -0.62 0.15
C 2.01146 -2.78281 0.18110 -0.17 0.22 0.04
C 3.01578 -2.01029 0.72471 -0.16 0.43 0.08
C 2.51925 -0.70688 0.72291 0.31 -0.42 0.12
C 3.19256 0.53535 1.17324 -0.09 0.10 -0.18
N 1.28470 -0.71929 0.20794 -0.67 0.94 -0.01
N -0.24929 -3.75621 -1.33388 -0.64 0.16 0.33
C -0.89285 -4.92694 -1.10716 0.01 -0.67 0.19
C -0.20731 -5.92552 -1.74895 0.07 0.48 -0.26
C 0.86450 -5.26789 -2.41689 -1.45 -0.02 0.90
C 1.87245 -5.88022 -3.29788 0.54 0.15 -0.21
N 0.79493 -3.98018 -2.14649 1.48 0.56 -0.77
H -4.38075 0.51817 2.08549 -0.05 0.06 -0.04
H -2.77397 1.06885 2.55641 -0.03 0.04 0.08
H -3.36870 1.40374 0.92790 -0.10 0.07 -0.01
H -4.14429 -2.17621 2.07588 -0.18 -0.08 0.08
H -2.48800 -3.81517 0.73845 0.08 -0.14 -0.11
H -0.75241 -2.73566 -3.63838 0.05 -0.23 0.09
H -0.99589 -0.47659 -5.11720 -0.05 0.00 -0.27
H -1.05038 2.06612 -4.49514 -0.01 0.12 0.00
H -1.58677 2.40743 -2.84896 -0.09 0.09 0.00
H 0.14264 2.43654 -3.25323 0.09 0.09 -0.03
H 1.98888 -3.83920 0.00874 -0.12 -0.16 -0.15
H 3.97199 -2.33391 1.08325 0.16 -0.08 0.03
H 3.97036 0.30187 1.89291 0.05 0.05 0.06
H 3.65443 1.03324 0.31997 0.10 0.07 0.00
H 2.47006 1.20941 1.62864 0.07 0.10 0.13
H -1.78173 -5.00762 -0.52038 -0.17 -0.02 0.09
H -0.45010 -6.96603 -1.79942 -0.12 -0.24 0.08
H 1.70079 -6.94879 -3.38545 0.02 -0.03 -0.06
H 1.84618 -5.42308 -4.28558 -0.01 -0.08 -0.08
H 2.87434 -5.71712 -2.89990 0.05 -0.08 -0.02
C 1.07994 5.57831 1.28326 0.35 0.66 0.59
N 0.47877 4.67331 0.28406 -0.23 0.22 -0.37
C 1.48614 3.71377 -0.20807 0.51 -0.65 -0.24
C -0.76258 3.99665 0.79293 -0.55 -0.44 0.26
C -0.50167 3.05730 1.94265 0.11 -0.07 -0.84
C -0.62507 3.54299 3.24618 0.02 -0.25 -0.12
C -0.41124 2.71370 4.32896 -0.07 -0.02 0.18
C -0.08339 1.38543 4.12553 -0.06 0.25 -0.14
C 0.02622 0.89254 2.83285 0.19 -0.75 -0.90
C -0.18933 1.71004 1.72069 -0.21 1.18 1.54
H 1.95208 6.07251 0.85791 -0.06 -0.08 -0.11
H 1.39072 5.00841 2.15629 -0.05 -0.09 -0.11
H 0.36185 6.33714 1.59110 -0.06 -0.08 -0.11
H 0.18349 5.25478 -0.50795 0.03 -0.13 0.10
H 2.02235 3.28610 0.63731 -0.09 0.09 0.02
H 2.19713 4.21777 -0.85932 -0.07 0.08 0.02
H 1.00662 2.89619 -0.75619 -0.02 0.28 -0.05
H -1.19483 3.43425 -0.04057 0.09 0.27 -0.07
H -1.46694 4.77612 1.09479 0.15 -0.01 -0.14
H -0.91966 4.57122 3.40450 -0.02 0.09 -0.02
H -0.52229 3.09440 5.33222 0.02 0.06 0.10
H 0.08562 0.71978 4.95877 0.01 -0.06 0.03
H 0.26970 -0.15651 2.71033 0.03 -0.02 -0.03